(1)
The molecule C2H3NS2, computed with wB97M-V/def2-TZVPD.

Geometry as ORCA input:
```
! RIJCOSX wB97M-V def2-TZVPD def2/J DEFGRID3
* xyz 0 1
S -1.7804 -1.6511 -0.1010
C -1.3117 -0.0303 -0.0071
N -0.0455 0.4165 -0.1924
C 1.1425 -0.0807 -0.1065
S 1.9224 -1.5380 -0.0202
H -2.0392 0.7756 0.6495
H 0.2067 1.5153 -0.0221
H 1.9053 0.5927 -0.2002
*
```

Calculated values
Frontier orbital gap ... 7.25 eV
SMILES ... S=CNC=S

=====

(2)
A cluster of 2 separate species, C2H3NS2 in total, computed with wB97M-V/def2-TZVPD.

Geometry as ORCA input:
```
! RIJCOSX wB97M-V def2-TZVPD def2/J DEFGRID3
* xyz 0 1
C -0.3665 0.0683 -1.9237
C 0.0321 -0.1369 1.2235
N -1.2031 -0.5172 -1.3616
S 0.8440 0.9586 -2.5193
S 1.5955 0.4045 0.6294
H 0.1606 -1.0157 1.8553
H -0.5905 -0.4311 0.3411
H -0.4723 0.6695 1.7552
*
```

Calculated values
Frontier orbital gap (alpha / beta) ... 5.90 / 5.89 eV

=====

(3)
The molecule C2H3NS2, computed with wB97M-V/def2-TZVPD.

Geometry as ORCA input:
```
! RIJCOSX wB97M-V def2-TZVPD def2/J DEFGRID3
* xyz 0 1
C 0.1504 -1.3945 -0.3755
C 1.2335 -0.5313 -0.1550
N -3.0843 -0.5916 -0.0418
S 1.5096 -2.2789 0.0730
S -1.8104 -1.5351 0.0015
H 1.5534 -0.0155 -1.0241
H 1.3108 0.1690 0.7667
H -3.2059 0.3962 0.1741
*
```

Calculated values
Frontier orbital gap (alpha / beta) ... 7.85 / 7.10 eV

=====

Relative to the most stable one, in eV, the structures come out at (1) 0.000; (2) 0.684; (3) 2.465.